[1]
The following is a quantum chemistry calculation of the molecule C17H27NO3 at a distorted geometry, from the Open Molecules 2025 dataset.

Element x y z (Å)
C1 2.378 6.410 -0.596
H1 2.543 6.795 -1.650
O1 1.890 5.008 -1.002
C2 1.475 4.334 0.012
C3 1.519 4.730 1.210
C4 1.189 3.836 2.378
C5 0.626 2.671 2.112
C6 0.649 2.219 0.495
C7 1.057 3.172 -0.426
H2 0.850 2.942 -1.419
O2 0.252 0.957 0.404
C8 0.193 0.543 -1.054
C9 1.275 0.125 -1.630
C10 2.197 -0.977 -0.506
C11 1.368 -2.201 -0.433
C12 0.588 -2.121 1.152
C13 -0.605 -3.272 1.109
N1 -1.540 -3.033 0.188
C14 -2.092 -4.461 -0.355
C15 -3.117 -3.979 -1.291
H3 -3.662 -4.840 -1.810
O3 -4.009 -2.992 -0.808
C16 -3.402 -1.922 -0.462
C17 -2.464 -2.120 0.773
H4 -1.827 -1.308 0.687
H5 -3.067 -2.656 1.446
H6 -4.461 -1.147 -0.231
H7 -2.832 -1.504 -1.379
H8 -2.617 -3.490 -2.172
H9 -1.463 -5.023 -0.628
H10 -2.588 -4.862 0.500
H11 0.065 -4.229 0.722
H12 -0.827 -3.442 2.137
H13 0.033 -1.159 1.133
H14 1.275 -2.285 1.842
H15 0.779 -2.497 -1.034
H16 2.063 -3.097 -0.485
H17 2.305 -0.428 0.661
H18 3.145 -1.158 -0.986
H19 1.429 -0.341 -2.344
H20 1.924 0.913 -1.468
H21 -0.319 1.328 -1.406
H22 -0.619 -0.265 -0.905
H23 0.308 1.911 2.702
H24 1.466 4.048 3.336
H25 1.941 5.509 1.685
H26 3.212 6.342 -0.096
H27 1.515 7.018 -0.108

Cartesian forces, eV/Å:
-6.500 -0.233 -5.563
0.052 0.039 1.515
2.262 5.825 -1.759
0.597 1.266 -2.264
-0.780 -1.880 8.794
-0.561 0.186 -4.474
1.004 -0.611 -6.744
0.028 2.619 5.523
-3.442 -7.817 1.436
0.435 0.134 -1.795
0.766 0.149 -2.267
-9.980 -2.406 6.631
8.136 3.025 12.145
-2.171 3.271 0.620
7.783 1.281 12.117
-4.718 -1.022 -7.417
8.871 -1.904 0.720
-0.744 -3.635 -2.909
-9.226 11.640 6.046
-0.624 -1.099 -4.087
0.083 1.143 1.126
-2.294 -6.184 -1.085
-1.258 7.551 1.306
-2.302 -1.205 -5.660
0.371 2.525 2.122
-0.538 0.472 2.376
3.523 -1.575 -0.383
-0.412 -0.024 1.472
0.032 -0.317 0.598
9.228 -7.261 -4.291
-0.457 -0.741 0.840
-1.587 1.919 1.291
-1.048 -0.450 1.011
1.127 -0.435 0.535
2.961 -0.448 3.318
-8.519 -2.367 -8.433
-0.378 0.647 0.933
-0.061 -1.541 -3.837
0.399 0.371 0.011
1.433 -7.368 -12.560
2.099 1.865 -1.033
-1.758 2.815 -2.145
0.932 0.787 -0.674
-0.746 -2.000 2.041
0.415 1.250 2.451
1.576 3.330 0.088
4.345 -0.332 2.969
1.646 -1.254 -0.656

For the energy above the lowest of the compared OMol25 structures with the same formula, charge and spin, the calculation gives 17.2416 eV. As for the LUMO energy: 0.0340 hartree. Its calculated total energy is -943.85176 a.u. As for the SMILES: COc1cccc(OCCCCCCN2CCOCC2)c1. The HOMO-LUMO gap is 8.6 eV.



[2]
The following is a quantum chemistry calculation of a 2-piece molecular cluster, C5H8N2 overall at a distorted geometry, from the Open Molecules 2025 dataset.

Element x y z (Å)
C1 -1.564 -0.468 0.359
C2 0.086 -0.141 -1.299
C3 0.899 1.011 -0.863
C4 0.363 1.930 0.142
N1 -0.016 2.684 0.932
N2 1.105 -0.384 -0.490
C5 1.120 -0.952 0.756
H1 -1.937 -0.482 1.386
H2 -1.994 0.428 -0.102
H3 -1.962 -1.343 -0.165
H4 -0.294 -0.573 -2.215
H5 1.689 1.455 -1.468
H6 -0.377 -0.631 0.804
H7 1.793 -0.494 1.478
H8 1.089 -2.041 0.748

Cartesian forces, eV/Å:
-0.308 -0.040 0.253
0.343 -0.221 -0.185
0.115 0.257 -0.008
-0.392 0.605 0.610
0.364 -0.662 -0.711
-0.122 -0.070 0.033
0.401 -0.086 -0.148
-0.260 -0.037 0.035
0.293 -0.158 0.164
0.179 0.102 0.168
0.039 0.078 0.183
-0.043 -0.052 0.146
-0.569 0.167 -0.404
-0.022 -0.063 -0.159
-0.017 0.182 0.023

For the energy above the lowest of the compared OMol25 structures with the same formula, charge and spin, the calculation gives 6.2050 eV. As for the LUMO energy: 0.0117 hartree. Its calculated total energy is -304.60746 a.u. The HOMO-LUMO gap is 8.6 eV.



[3]
The following is a quantum chemistry calculation of C5H6Cl2O4PrRh as an isolated structure at a distorted geometry, from the Open Molecules 2025 dataset.

Element x y z (Å)
Pr1 3.012 -1.807 -0.539
Rh1 0.388 0.454 0.064
Cl1 1.124 -1.395 1.407
Cl2 1.992 0.299 -1.654
C1 0.180 2.017 -0.779
C2 4.572 -3.661 0.534
C3 5.386 -2.692 -1.224
O1 0.268 2.975 -1.453
O2 5.311 -4.459 0.942
O3 6.410 -3.149 -1.535
C4 -4.059 0.919 0.407
C5 -2.795 1.711 0.197
O4 -1.767 0.873 0.779
H1 -4.027 -0.042 -0.086
H2 -4.962 1.426 0.089
H3 -4.114 0.697 1.455
H4 -2.628 1.861 -0.884
H5 -2.840 2.721 0.662
H6 -1.453 1.254 1.618

Cartesian forces, eV/Å:
0.054 -0.809 0.450
0.498 -5.037 3.252
0.554 -0.162 -0.401
0.847 -0.098 -1.287
0.074 11.257 -6.601
3.298 -5.107 3.696
6.331 -1.655 -3.220
-0.687 -5.105 3.709
-3.734 3.920 -1.926
-5.201 2.393 1.536
-0.936 -0.680 -1.360
0.869 1.543 3.399
-1.317 1.033 -0.911
-0.791 -1.082 -0.100
-0.107 0.717 -1.144
0.717 -0.418 1.399
-0.390 -0.533 -0.761
0.372 -0.478 -0.283
-0.451 0.299 0.552

The spin multiplicity is 7. As for the LUMO energy (alpha / beta): -0.6333 / -0.7406 hartree. Its calculated total energy is -2041.04892 a.u. The total charge is +4. The HOMO-LUMO gap (alpha / beta) is 7.0 / 5.9 eV. As for the expectation value of S²: 12.016.



Please write out number 2 again, unchanged.
The following is a quantum chemistry calculation of a 2-piece molecular cluster, C5H8N2 overall at a distorted geometry, from the Open Molecules 2025 dataset.

Element x y z (Å)
C1 -1.564 -0.468 0.359
C2 0.086 -0.141 -1.299
C3 0.899 1.011 -0.863
C4 0.363 1.930 0.142
N1 -0.016 2.684 0.932
N2 1.105 -0.384 -0.490
C5 1.120 -0.952 0.756
H1 -1.937 -0.482 1.386
H2 -1.994 0.428 -0.102
H3 -1.962 -1.343 -0.165
H4 -0.294 -0.573 -2.215
H5 1.689 1.455 -1.468
H6 -0.377 -0.631 0.804
H7 1.793 -0.494 1.478
H8 1.089 -2.041 0.748

Cartesian forces, eV/Å:
-0.308 -0.040 0.253
0.343 -0.221 -0.185
0.115 0.257 -0.008
-0.392 0.605 0.610
0.364 -0.662 -0.711
-0.122 -0.070 0.033
0.401 -0.086 -0.148
-0.260 -0.037 0.035
0.293 -0.158 0.164
0.179 0.102 0.168
0.039 0.078 0.183
-0.043 -0.052 0.146
-0.569 0.167 -0.404
-0.022 -0.063 -0.159
-0.017 0.182 0.023

For the energy above the lowest of the compared OMol25 structures with the same formula, charge and spin, the calculation gives 6.2050 eV. As for the LUMO energy: 0.0117 hartree. Its calculated total energy is -304.60746 a.u. The HOMO-LUMO gap is 8.6 eV.